{"formula": "CH5N3O", "method": "ωB97M-V/def2-TZVPD", "fmax_ev_per_a": 2.885, "smiles": "NNCN=O", "gap_ha": 0.3340, "e_above_lowest_kj_mol": 422.1, "elements": ["O", "N", "N", "N", "C", "H", "H", "H", "H", "H"], "coordinates": [[-2.404767, -0.067633, 0.233774], [-1.333696, 0.267284, -0.162134], [0.976549, -0.178883, 0.359092], [0.996278, 1.164428, 0.013712], [-0.257073, -0.732239, 0.001495], [-0.294433, -1.065889, -1.064276], [-0.438238, -1.461314, 0.708626], [0.312540, 1.629621, 0.679117], [1.805072, -0.782953, 0.260493], [0.637764, 1.227581, -1.029897]], "forces_ev_per_angstrom": [[-0.3074, -0.4593, 0.2585], [-0.1058, 0.5225, 0.1913], [0.3351, 0.2673, 0.9611], [0.1819, 1.2587, -1.7327], [-0.0787, -0.2002, -1.8023], [0.0649, -0.4776, 0.2435], [-1.3088, -2.0536, 1.0224], [1.1365, -0.4673, -1.6085], [-0.5812, 1.0899, -0.2924], [0.6635, 0.5196, 2.7591]]}

{"formula": "CH5N3O", "method": "ωB97M-V/def2-TZVPD", "fmax_ev_per_a": 7.472, "smiles": "[H]/N=[N+](\\[O-])CN", "gap_ha": 0.3849, "e_above_lowest_kj_mol": 342.7, "elements": ["O", "N", "N", "N", "C", "H", "H", "H", "H", "H"], "coordinates": [[-0.372839, 1.103650, -1.673102], [0.910308, -0.582199, -1.103715], [0.360759, -0.311890, 1.508457], [0.058409, 0.291766, -0.879556], [-0.619759, 0.344642, 0.352605], [1.375303, -0.360379, -2.090380], [-0.202737, -0.842172, 2.020512], [-1.578954, -0.216607, 0.382826], [0.935976, -0.855315, 0.843122], [-0.866465, 1.428505, 0.639231]], "forces_ev_per_angstrom": [[-0.3489, 1.6904, -1.6455], [2.3883, -0.1363, -1.9181], [1.1605, 4.4239, -5.9086], [-0.2183, -0.3722, -1.4788], [0.0878, -0.2840, 6.2605], [-1.6412, -0.5329, 2.4212], [-2.7382, -3.1310, 2.6236], [0.7521, 0.2589, -0.7045], [-0.1605, -0.2342, 1.1401], [0.7185, -1.6824, -0.7899]]}

{"formula": "CH5N3O", "method": "ωB97M-V/def2-TZVPD", "fmax_ev_per_a": 3.174, "gap_ha": 0.3355, "e_above_lowest_kj_mol": 517.1, "elements": ["O", "N", "N", "N", "C", "H", "H", "H", "H", "H"], "coordinates": [[1.393563, -0.452171, 0.904285], [0.361489, 0.086781, 1.276205], [-0.598967, -0.586402, -0.594708], [0.135335, 0.606677, 2.390049], [-0.882265, 0.059828, 0.516850], [-0.299825, 0.426125, -2.509008], [0.924807, 0.521077, 3.063218], [0.427768, -0.787607, -0.668332], [-1.286708, -0.782864, -1.357175], [-0.175197, 0.908555, -3.021383]], "forces_ev_per_angstrom": [[1.5186, -0.6466, -0.8971], [-0.2790, 0.4792, 2.1894], [0.3248, 0.3521, 0.7170], [-0.1296, 0.4052, 1.1482], [-1.7734, -0.6353, -2.5540], [-0.0559, -0.4144, 0.4192], [0.0110, -0.1278, -1.1072], [-0.7486, -0.4631, -0.5192], [0.9516, 0.3561, 1.4457], [0.1804, 0.6947, -0.8420]]}

Number 1: E_tot -7631.263 eV. Number 2: E_tot -7632.086 eV. Number 3: E_tot -7630.278 eV.